Computed, not measured: 10 unconnected molecules or ions with the total composition C5H28NO11 at a distorted geometry, with ωB97M-V with the def2-TZVPD basis set.

```
45
Properties=species:S:1:pos:R:3:nbo_charge:R:1
H -1.93 -3.93 0.93 0.458
H 2.64 3.15 2.80 0.452
O 2.65 1.40 0.17 -0.650
C 0.26 -0.11 1.41 -0.039
H 1.82 -2.82 -3.52 0.468
H 2.65 2.65 1.30 0.487
H 0.99 -0.95 1.65 0.186
O -1.58 -4.14 0.05 -0.996
H -0.20 0.13 -0.68 0.274
H 1.31 1.52 2.47 0.223
O 2.86 3.34 1.99 -0.963
H -2.36 0.69 1.87 0.163
H -1.09 3.33 -0.34 0.504
H 3.85 -0.01 2.67 0.457
O 4.25 0.89 2.46 -0.968
O 2.47 -2.01 -3.72 -0.948
H 0.08 0.56 3.59 0.220
H 1.76 -1.53 -3.25 0.476
H -1.74 -3.29 -0.43 0.487
O -2.18 -2.06 -1.43 -1.138
H -0.54 -0.77 -3.63 0.474
C 0.70 0.14 -0.05 -0.605
H -2.81 -2.57 -1.82 0.476
H -1.27 1.78 -2.16 0.498
H -0.37 1.78 2.31 0.218
H 1.21 -0.74 -0.63 0.282
O -1.15 4.02 0.36 -0.996
H -0.62 -2.21 -1.52 0.506
H 1.28 2.20 -0.99 0.164
H -1.65 1.29 -0.66 0.508
H -2.35 -0.90 -0.81 0.514
O -1.34 -0.25 -3.25 -1.007
O -2.38 0.08 -0.14 -0.844
C 1.54 1.33 -0.34 0.497
H -2.09 3.97 0.75 0.453
H -2.99 -1.02 1.65 0.144
H -1.76 -0.79 -2.53 0.501
H -0.82 -1.71 0.92 0.352
O 0.36 -2.29 -1.78 -1.030
N -0.96 -0.84 1.54 -0.656
H 0.60 -3.01 -1.18 0.476
C 0.32 0.97 2.53 -0.641
C -2.22 -0.25 1.22 0.094
H 3.94 1.06 1.52 0.502
O -1.14 1.91 -1.25 -1.032
```

The net charge is -1. The calculation puts the maximum force at 8.7 eV Å⁻¹. The calculation puts the HOMO energy at -6.31 eV. As for the energy above the lowest of the compared OMol25 structures with the same formula, charge and spin: 6.221 eV. For the gap between HOMO and LUMO, the calculation gives 0.332 Ha.


Computed, not measured: a molecular structure, C5H28NO9S at a distorted geometry, with ωB97M-V with the def2-TZVPD basis set.

```
44
Properties=species:S:1:pos:R:3:nbo_charge:R:1
H -1.71 -0.41 -3.96 0.173
H 1.39 2.74 -0.74 0.447
H 0.52 -3.37 -2.25 0.226
H -0.12 -0.13 -2.13 0.390
H -3.29 1.16 -2.80 0.210
H -0.58 3.18 -0.94 0.476
S 0.64 -4.21 -0.09 -0.162
C -1.88 -0.71 -2.89 -0.211
H -1.59 -2.52 -1.14 0.203
H 0.11 2.42 2.05 0.511
H 2.41 2.19 1.99 0.454
C -2.73 0.40 -2.25 -0.658
H -1.17 -1.40 2.04 0.504
H -1.74 0.59 2.34 0.509
O 1.68 1.60 1.75 -1.157
H -1.99 1.00 -1.65 0.211
O 2.90 0.29 -1.90 -1.024
O 1.33 -0.76 2.79 -1.028
H 3.31 -0.08 -1.08 0.478
C -0.72 -1.92 -1.12 -0.077
C -0.71 -0.97 0.16 -0.091
H -2.45 -1.60 -3.06 0.182
O -0.76 2.48 2.45 -1.001
H 0.30 -0.51 0.50 0.182
H 2.36 0.91 -1.28 0.489
H -3.35 0.08 -1.41 0.200
H 1.40 -2.04 -1.19 0.253
N -0.63 -0.98 -2.28 -0.646
H 1.39 0.14 2.39 0.502
O -0.85 -1.95 1.23 -0.804
H 1.49 1.76 0.47 0.493
H -0.86 2.59 0.34 0.486
H 0.97 -3.66 1.22 0.163
O -1.04 3.43 -0.09 -0.973
C 0.56 -2.77 -1.31 -0.469
O -2.14 -0.21 2.71 -0.950
O 1.11 1.82 -0.63 -1.084
H 3.33 0.65 1.02 0.491
O 3.64 -0.26 0.87 -1.000
H 0.76 -1.25 2.10 0.472
H -2.11 -0.04 3.65 0.481
H -1.02 3.39 2.41 0.474
H 3.32 -0.86 1.57 0.504
H -1.46 -0.21 0.14 0.172
```

The net charge is -1. The calculation puts the maximum force at 4.9 eV Å⁻¹. The calculation puts the HOMO energy at -5.51 eV. As for the energy above the lowest of the compared OMol25 structures with the same formula, charge and spin: 2.047 eV. For the gap between HOMO and LUMO, the calculation gives 0.309 Ha.


Computed, not measured: 9 unconnected molecules or ions with the total composition C5H29N2O8 at a distorted geometry, with ωB97M-V with the def2-TZVPD basis set.

```
44
Properties=species:S:1:pos:R:3:mulliken_spin:R:1
H 2.43 -2.36 -1.76 -0.002
H -4.09 -0.63 -1.94 0.051
H -2.19 0.43 0.94 -0.103
C 0.38 -1.67 0.44 1.057
H 3.40 1.38 -1.18 0.101
H 2.68 0.04 -1.42 -0.056
N -0.06 -3.35 -1.36 0.022
H -0.76 2.63 0.52 -0.040
C -1.06 -1.32 0.90 -0.327
H 1.53 2.27 -1.57 0.036
H -0.63 2.03 -3.42 0.032
O -0.57 1.81 3.00 0.487
O 1.48 3.22 -1.80 0.048
C 0.27 -2.03 -1.02 -0.225
H -0.36 -3.59 -2.29 -0.012
H -1.77 -1.63 0.13 -0.099
H -0.05 2.97 -2.45 -0.021
H -0.77 2.72 2.74 -0.014
H 0.33 -1.38 -3.09 0.093
H -3.13 0.47 -1.73 0.015
C 0.22 -1.13 -2.03 0.313
N -1.18 0.19 0.89 0.539
O -0.85 2.39 -2.55 -0.008
H -0.41 -1.62 3.02 -0.061
O 2.57 0.90 -0.98 -0.093
H 0.73 -2.62 0.86 -0.053
H 0.34 1.70 3.34 -0.059
H -0.49 -3.79 -0.55 -0.048
H -0.74 0.64 1.77 -0.158
H 3.63 -2.27 -0.79 0.037
H -1.19 -2.92 2.35 0.027
H -1.00 0.38 -0.12 -0.092
O 2.94 -1.75 -1.21 -0.179
H 2.28 3.72 -1.58 -0.054
H -2.10 -1.31 2.72 -0.043
O -1.71 2.77 0.73 0.019
H 1.13 -0.91 0.57 -0.253
H 1.64 -0.99 4.26 0.094
O 1.39 -0.13 3.89 -0.020
H 2.24 0.32 3.70 -0.095
O -3.29 -0.44 -1.42 -0.124
H 0.28 -0.05 -2.08 0.020
C -1.22 -1.82 2.32 0.221
H -1.84 3.37 -0.03 0.027
```

The net charge is 0. The calculation puts the maximum force at 3.1 eV Å⁻¹. The calculation puts the HOMO energy (alpha / beta) at -2.19 / -8.32 eV. As for the spin multiplicity: 2. As for the energy above the lowest of the compared OMol25 structures with the same formula, charge and spin: 1.206 eV. For the gap between HOMO and LUMO (alpha / beta), the calculation gives 0.092 / 0.311 Ha.


Computed, not measured: 9 unconnected molecules or ions with the total composition C5H29N2O8 at a distorted geometry, with ωB97M-V with the def2-TZVPD basis set.

```
44
Properties=species:S:1:pos:R:3:nbo_charge:R:1
H 4.01 0.50 -0.89 0.428
H -0.50 2.55 -3.35 0.384
O 2.55 2.93 -2.61 -1.020
H -1.21 0.16 -3.04 0.221
H -1.06 -0.41 4.58 0.489
C 0.88 1.43 -0.54 -0.483
H -3.41 -2.84 2.94 0.499
H -2.09 1.12 2.97 0.510
H -1.83 -1.07 3.40 0.508
H -1.70 0.71 -1.42 0.216
H 3.13 -0.64 1.14 0.217
C -0.87 0.30 -2.01 -0.625
O -0.28 -2.61 1.46 -0.975
H -0.06 -1.68 1.64 0.479
C 2.24 -0.09 0.94 -0.384
H -2.94 2.41 3.28 0.487
H 2.95 3.80 -2.76 0.498
H 1.57 3.07 -2.57 0.503
H 1.50 -0.12 1.72 0.221
O -2.70 1.79 2.59 -0.993
O -1.25 -0.31 3.64 -1.004
H 1.07 0.87 -2.67 0.191
O -2.84 -2.17 2.55 -1.010
H -0.65 3.05 -1.82 0.375
H 1.19 2.49 -0.42 0.246
O 2.68 -1.75 -2.26 -0.987
C 2.06 0.60 -0.18 0.169
H 2.74 -2.10 -3.15 0.500
H -1.25 -2.65 1.64 0.516
H 1.98 -2.29 -1.79 0.535
N 3.05 0.60 -1.24 -0.777
H -5.31 0.05 1.73 0.490
H 0.34 -3.00 -0.14 0.519
C 0.32 1.24 -1.96 -0.050
H -3.45 -1.50 2.13 0.526
N -0.01 2.59 -2.46 -0.847
H 2.88 -0.27 -1.87 0.476
O -4.37 -0.14 1.61 -0.996
H 2.94 1.47 -1.81 0.475
O 0.67 -3.22 -1.05 -1.000
H -0.62 -0.69 -1.64 0.228
H -3.88 0.64 1.96 0.511
H 0.82 -4.16 -1.03 0.487
H 0.11 1.33 0.22 0.245
```

The net charge is +1. The calculation puts the maximum force at 1.0 eV Å⁻¹. The calculation puts the HOMO energy at -13.17 eV. As for the energy above the lowest of the compared OMol25 structures with the same formula, charge and spin: 0.000 eV. For the gap between HOMO and LUMO, the calculation gives 0.407 Ha.